1.
A structure of composition C26H27IrN4OPS2Te. Source: OMol25; level of theory: ωB97M-V/def2-TZVPD.

<S²> = 0.755
net charge = +2
orbital gap (alpha / beta) = 7.09 / 5.47 eV
energy above the lowest of the compared OMol25 structures with the same formula, charge and spin = 44.6 kJ/mol
2S+1 = 2

```
63
Properties=species:S:1:pos:R:3:forces:R:3:mulliken_charge:R:1
Ir 0.641 0.159 1.211 0.423 -0.023 -0.226 2.012
S 1.495 -1.483 -0.242 -0.017 0.190 0.208 -0.528
C 2.543 -0.211 -0.855 0.114 -0.144 -0.262 0.931
S 2.425 1.180 0.163 -0.230 -0.005 0.017 -0.503
C 3.315 -0.321 -1.968 0.077 -0.022 0.194 0.889
C 4.082 0.786 -2.443 -0.024 0.021 -0.021 -0.423
N 4.663 1.711 -2.799 0.007 0.002 0.012 -0.423
C 3.387 -1.588 -2.622 -0.216 0.149 -0.274 -0.406
N 3.377 -2.631 -3.108 0.106 -0.033 0.084 -0.487
N 0.162 1.864 2.395 -0.103 0.075 0.127 -0.705
C -0.649 2.896 1.727 -0.035 -0.089 -0.057 -0.070
C -0.935 4.089 2.370 0.021 -0.055 -0.033 -0.595
C -1.671 5.053 1.700 -0.036 0.027 -0.066 -0.673
C -2.110 4.832 0.397 0.007 0.038 0.069 -0.782
C -1.818 3.640 -0.242 0.025 -0.021 0.053 0.073
C -1.093 2.657 0.432 0.123 0.057 0.099 -0.320
P -0.680 1.069 -0.302 -0.229 -0.230 -0.046 0.937
C -2.202 0.084 -0.395 -0.075 0.074 0.111 0.343
C -3.428 0.646 -0.029 0.047 -0.025 -0.070 -0.447
C -4.587 -0.118 -0.067 0.016 0.000 -0.002 -0.828
C -4.533 -1.446 -0.463 0.011 -0.023 -0.011 -0.692
C -3.316 -2.018 -0.817 -0.019 0.006 -0.063 -0.801
C -2.154 -1.263 -0.777 0.055 0.043 -0.096 -0.105
C -0.150 1.376 -1.991 -0.025 0.083 -0.037 0.760
C -0.513 0.514 -3.027 0.074 -0.015 0.002 -0.361
C -0.088 0.769 -4.323 -0.008 -0.011 0.027 -0.834
C 0.689 1.885 -4.592 0.012 0.022 -0.002 -0.521
C 1.028 2.765 -3.570 0.019 -0.021 -0.028 -0.827
C 0.610 2.518 -2.277 -0.006 -0.065 0.034 -0.564
H -0.297 1.572 3.258 -0.047 0.046 -0.014 0.363
H 1.036 2.300 2.687 -0.007 -0.017 0.037 0.408
H -0.579 4.273 3.376 0.000 -0.005 0.004 0.509
H -1.894 5.989 2.193 -0.007 0.001 -0.006 0.449
H -2.674 5.596 -0.120 0.005 0.006 0.002 0.473
H -2.144 3.471 -1.261 0.003 -0.002 -0.001 0.556
H -3.486 1.680 0.280 -0.011 0.023 0.021 0.404
H -5.532 0.331 0.206 -0.002 0.001 0.009 0.459
H -5.439 -2.038 -0.500 0.002 0.003 -0.002 0.452
H -3.272 -3.054 -1.126 0.006 -0.002 0.004 0.438
H -1.208 -1.725 -1.034 -0.001 0.006 0.001 0.311
H -1.135 -0.348 -2.841 0.001 -0.031 -0.006 0.313
H -0.372 0.098 -5.121 0.003 -0.003 0.002 0.474
H 1.023 2.080 -5.602 -0.001 0.001 0.001 0.443
H 1.627 3.640 -3.782 -0.007 0.009 0.001 0.461
H 0.872 3.215 -1.493 0.046 -0.005 0.052 0.438
C -1.255 -2.401 4.394 -0.038 -0.028 -0.006 -1.352
C -1.260 -1.681 3.081 0.302 -0.036 0.146 0.699
N -2.361 -1.693 2.360 -0.151 0.027 0.030 -0.221
O -0.215 -1.089 2.709 -0.257 0.153 -0.107 -0.651
H -1.480 -3.457 4.241 -0.003 0.000 0.007 0.395
H -2.021 -1.989 5.051 -0.004 -0.005 -0.002 0.400
H -0.283 -2.302 4.865 0.005 0.003 -0.004 0.337
H -3.180 -2.181 2.683 0.006 -0.002 0.012 0.236
H -2.397 -1.242 1.454 0.016 -0.015 0.054 0.224
C 3.625 -4.652 -0.593 -0.003 -0.029 0.022 -1.002
Te 4.478 -2.939 0.289 0.021 -0.069 -0.059 0.765
C 5.124 -3.905 2.054 -0.025 0.026 0.000 -0.971
H 4.428 -5.362 -0.784 -0.002 -0.010 0.017 0.430
H 3.161 -4.340 -1.524 0.019 -0.026 0.020 0.330
H 2.899 -5.071 0.101 0.011 -0.008 0.011 0.359
H 4.336 -4.561 2.414 -0.004 0.002 0.004 0.344
H 5.367 -3.144 2.791 0.014 -0.015 0.010 0.341
H 6.013 -4.484 1.808 -0.004 -0.010 -0.004 0.336
```
Positions in Å, forces in eV/Å.


2.
An isolated molecule of C5H8O in a non-equilibrium geometry. Source: OMol25; level of theory: ωB97M-V/def2-TZVPD.

orbital gap = 9.29 eV
energy above the lowest of the compared OMol25 structures with the same formula, charge and spin = 531.3 kJ/mol
2S+1 = 1

```
14
Properties=species:S:1:pos:R:3:forces:R:3:mulliken_charge:R:1
C 0.094 -0.605 1.593 0.012 -0.116 -0.005 -1.307
C 0.343 0.514 0.607 0.031 -0.135 0.088 0.017
C 0.782 0.331 -0.859 0.874 -0.250 -0.145 -0.059
C -0.414 -0.470 -1.300 0.541 -0.240 -0.069 -0.847
C -0.780 1.024 -0.299 -0.131 -1.430 -0.618 -0.154
O 0.165 1.630 -1.184 -0.011 0.043 -0.279 -0.423
H -0.521 -1.407 1.175 0.107 0.085 0.053 0.275
H 1.036 -1.038 1.939 -0.080 0.032 -0.005 0.328
H -0.436 -0.210 2.467 0.098 -0.053 -0.130 0.333
H 0.895 1.344 1.067 -0.304 -0.053 -0.089 0.384
H 1.795 0.184 -1.243 0.249 0.166 0.043 0.462
H -0.581 -1.490 -0.939 0.087 0.354 0.108 0.243
H -0.715 -0.330 -2.346 0.114 0.073 0.364 0.357
H -1.664 0.524 -0.678 -1.589 1.523 0.684 0.391
```
Positions in Å, forces in eV/Å.


3.
An isolated molecule of C3H4FNO2 in a non-equilibrium geometry. Source: OMol25; level of theory: ωB97M-V/def2-TZVPD.

orbital gap (alpha / beta) = 8.53 / 8.53 eV
energy above the lowest of the compared OMol25 structures with the same formula, charge and spin = 344.6 kJ/mol
2S+1 = 1
SMILES string = C[C@H](F)C(=O)N=O

```
11
Properties=species:S:1:pos:R:3:forces:R:3:mulliken_charge:R:1
C 1.523 -0.087 0.090 -1.241 3.586 -1.254 -1.167
C 0.113 0.288 -0.318 -0.023 1.337 -1.663 0.385
F -0.212 1.557 0.250 0.177 -1.083 0.243 -0.327
C -0.942 -0.739 0.057 -0.789 1.246 -0.356 0.433
O -0.837 -1.913 -0.095 -0.334 0.325 0.269 -0.427
N -2.173 -0.055 0.808 -0.705 0.018 -0.688 0.059
O -3.009 0.500 0.135 1.797 -1.174 0.591 -0.234
H 1.873 -0.970 -0.309 0.547 -2.071 -0.356 0.366
H 2.097 0.760 -0.322 0.228 -0.498 0.210 0.295
H 1.466 0.082 1.113 0.749 -0.581 2.204 0.376
H 0.100 0.578 -1.409 -0.405 -1.107 0.799 0.240
```
Positions in Å, forces in eV/Å.


4.
An isolated molecule of C5H4O. Source: OMol25; level of theory: ωB97M-V/def2-TZVPD.

orbital gap (alpha / beta) = 8.58 / 8.58 eV
energy above the lowest of the compared OMol25 structures with the same formula, charge and spin = 425.1 kJ/mol
2S+1 = 1
SMILES string = C=C=C=C=CO

```
10
Properties=species:S:1:pos:R:3:forces:R:3:mulliken_charge:R:1
C 1.790 0.385 0.946 0.182 0.031 0.121 -0.573
C 1.759 0.651 -0.358 -0.434 -0.150 -0.027 -0.198
C 0.716 0.377 -1.087 -0.169 -0.109 0.329 0.479
C -0.469 -0.052 -1.292 0.238 0.065 0.208 -0.492
C -1.286 -0.700 -0.444 -0.056 -0.152 -0.227 0.078
O -2.312 -0.178 0.233 -0.002 0.182 -0.183 -0.431
H 0.852 -0.042 1.344 0.384 0.103 0.206 0.150
H 2.601 0.522 1.652 0.080 0.089 -0.221 0.261
H -1.181 -1.766 -0.247 -0.147 0.056 -0.171 0.363
H -2.301 0.786 0.121 -0.075 -0.116 -0.034 0.365
```
Positions in Å, forces in eV/Å.


5.
A structure of composition C32H33IrN8O4 in a non-equilibrium geometry. Source: OMol25; level of theory: ωB97M-V/def2-TZVPD.

<S²> = 0.771
net charge = +3
orbital gap (alpha / beta) = 2.23 / 2.40 eV
energy above the lowest of the compared OMol25 structures with the same formula, charge and spin = 29.6 kJ/mol
2S+1 = 2

```
78
Properties=species:S:1:pos:R:3:forces:R:3:mulliken_charge:R:1
Ir -1.622 0.953 0.210 -0.707 0.741 -2.260 1.354
O 0.563 1.122 0.422 0.457 0.067 0.453 -0.166
C 1.281 0.994 1.623 3.334 -0.634 -2.531 2.837
C 0.026 1.131 2.895 -3.030 0.093 3.279 0.216
O 0.406 0.932 4.008 0.712 0.156 -1.551 -0.385
O -1.016 1.398 2.315 0.776 -0.069 0.005 -0.385
C 2.247 2.120 1.853 -0.826 0.133 0.384 0.249
C 2.719 2.828 0.732 -0.192 0.340 -0.369 -0.484
C 3.683 3.806 0.873 -0.159 -0.154 -0.255 -1.235
C 4.179 4.130 2.131 -0.034 0.018 0.088 -0.456
C 3.729 3.430 3.244 -0.077 -0.173 0.141 -1.005
C 2.774 2.440 3.110 0.151 0.046 0.298 -0.159
C 1.915 -0.375 1.728 -1.096 0.328 0.382 0.049
C 2.333 -0.957 2.926 0.278 -0.347 0.539 -0.202
C 3.059 -2.135 2.922 -0.147 0.513 0.445 -1.275
C 3.382 -2.758 1.724 0.026 0.020 -0.032 -0.516
C 2.966 -2.190 0.527 0.280 0.339 0.105 -1.157
C 2.229 -1.018 0.524 -0.061 -0.385 -0.595 -0.086
H 0.675 2.036 0.116 0.146 0.194 -0.046 -0.549
H 2.411 2.562 -0.274 0.083 0.007 -0.030 0.750
H 4.062 4.307 -0.008 0.029 -0.023 -0.017 0.485
H 4.901 4.927 2.245 0.054 -0.004 -0.012 0.479
H 4.107 3.674 4.227 -0.007 -0.012 0.016 0.480
H 2.411 1.945 3.996 -0.031 -0.008 0.073 0.412
H 2.087 -0.499 3.870 -0.078 -0.038 0.110 0.500
H 3.380 -2.566 3.860 -0.020 0.014 0.032 0.469
H 3.968 -3.667 1.726 -0.036 -0.067 -0.022 0.552
H 3.258 -2.647 -0.410 0.172 0.078 0.479 0.394
H 1.962 -0.550 -0.414 0.007 -0.079 0.026 0.791
N -4.436 -0.977 -0.116 0.083 0.153 0.083 -0.259
C -4.758 0.314 -0.050 -0.186 -0.152 0.039 0.719
N -6.023 0.654 -0.115 -0.548 -0.299 -0.056 -0.653
C -6.349 1.948 -0.065 0.626 -0.520 -0.038 0.389
N -7.610 2.309 -0.133 0.061 0.056 0.015 -0.293
N -5.396 2.916 0.028 0.094 0.758 0.075 -0.576
C -4.165 2.527 0.078 -0.630 -0.062 0.011 0.288
N -3.760 1.240 0.072 2.202 -0.805 0.072 -0.323
C -3.100 3.542 0.068 -0.118 0.351 -0.038 0.624
C -3.361 4.883 0.284 0.111 0.037 -0.087 -0.457
C -2.312 5.786 0.183 -0.034 -0.046 -0.058 -0.459
C -1.054 5.319 -0.170 0.008 -0.101 -0.123 -0.906
C -0.880 3.961 -0.361 0.128 0.158 0.020 0.210
N -1.875 3.085 -0.226 0.019 -1.220 1.204 -0.278
H -5.174 -1.654 -0.216 -0.044 -0.018 -0.001 0.255
H -3.479 -1.273 -0.080 0.021 -0.093 -0.042 0.011
H -8.329 1.612 -0.240 -0.018 -0.047 0.027 0.269
H -7.860 3.284 -0.120 -0.004 0.035 0.010 0.257
H -4.364 5.201 0.524 -0.046 -0.052 -0.023 0.533
H -2.476 6.842 0.351 -0.009 0.011 0.023 0.488
H -0.221 5.993 -0.306 0.023 0.003 -0.001 0.432
H 0.084 3.569 -0.661 0.062 0.086 -0.058 0.539
C 0.533 -4.772 -4.713 0.576 0.237 0.251 -1.106
C 1.658 -4.757 -3.657 -0.829 -1.058 -0.490 -0.772
N 1.423 -3.830 -2.574 -1.604 0.387 2.063 0.284
C 2.270 -2.667 -2.467 -0.375 0.373 -0.967 0.874
C 2.009 -1.659 -3.599 0.253 -0.103 0.497 -1.294
C 0.402 -4.148 -1.660 2.068 0.111 -2.075 -0.280
O -0.170 -5.206 -1.741 -0.597 -0.178 0.515 -0.566
C 0.011 -3.199 -0.554 -0.186 -0.008 0.118 0.502
C -0.069 -3.732 0.733 -0.035 0.084 -0.183 -0.104
C -0.623 -2.968 1.743 -0.050 0.139 0.034 -1.433
C -1.094 -1.704 1.439 0.219 -0.425 0.221 -0.172
N -1.007 -1.177 0.202 -1.195 0.973 1.487 0.130
C -0.468 -1.914 -0.771 0.017 -0.104 -0.623 -0.310
H 0.794 -5.503 -5.475 -0.061 -0.003 -0.092 0.395
H 0.440 -3.794 -5.183 -0.072 0.014 -0.095 0.287
H -0.418 -5.059 -4.273 0.009 -0.008 0.047 0.328
H 2.615 -4.521 -4.116 0.075 0.010 0.062 0.449
H 1.691 -5.765 -3.227 0.290 0.165 -0.077 0.413
H 3.310 -3.000 -2.536 0.069 0.058 0.152 0.563
H 2.121 -2.209 -1.492 -0.296 -0.065 -0.735 -1.580
H 2.287 -2.070 -4.568 -0.043 -0.001 0.000 0.429
H 2.613 -0.772 -3.423 0.088 0.168 -0.137 0.461
H 0.960 -1.369 -3.635 -0.086 -0.015 -0.038 0.224
H 0.271 -4.741 0.929 -0.019 -0.039 -0.110 0.649
H -0.714 -3.353 2.748 -0.039 0.025 0.041 0.526
H -1.563 -1.096 2.202 -0.047 -0.026 -0.015 0.704
H -0.460 -1.469 -1.759 0.068 -0.034 -0.038 0.629
```
Positions in Å, forces in eV/Å.


What did the second record say?
An isolated molecule of C5H8O in a non-equilibrium geometry. Source: OMol25; level of theory: ωB97M-V/def2-TZVPD.

orbital gap = 9.29 eV
energy above the lowest of the compared OMol25 structures with the same formula, charge and spin = 531.3 kJ/mol
2S+1 = 1

```
14
Properties=species:S:1:pos:R:3:forces:R:3:mulliken_charge:R:1
C 0.094 -0.605 1.593 0.012 -0.116 -0.005 -1.307
C 0.343 0.514 0.607 0.031 -0.135 0.088 0.017
C 0.782 0.331 -0.859 0.874 -0.250 -0.145 -0.059
C -0.414 -0.470 -1.300 0.541 -0.240 -0.069 -0.847
C -0.780 1.024 -0.299 -0.131 -1.430 -0.618 -0.154
O 0.165 1.630 -1.184 -0.011 0.043 -0.279 -0.423
H -0.521 -1.407 1.175 0.107 0.085 0.053 0.275
H 1.036 -1.038 1.939 -0.080 0.032 -0.005 0.328
H -0.436 -0.210 2.467 0.098 -0.053 -0.130 0.333
H 0.895 1.344 1.067 -0.304 -0.053 -0.089 0.384
H 1.795 0.184 -1.243 0.249 0.166 0.043 0.462
H -0.581 -1.490 -0.939 0.087 0.354 0.108 0.243
H -0.715 -0.330 -2.346 0.114 0.073 0.364 0.357
H -1.664 0.524 -0.678 -1.589 1.523 0.684 0.391
```
Positions in Å, forces in eV/Å.


> Among the records above, which one has the lowest energy above the lowest of the compared OMol25 structures with the same formula, charge and spin?

C32H33IrN8O4